Entry from the Open Molecules 2025 dataset: a 2-piece molecular cluster, C3H12NS overall at a distorted geometry (ωB97M-V/def2-TZVPD).

Multiplicity: 2
Gap between HOMO and LUMO (alpha / beta) in eV: 4.53 / 9.93
LUMO level (alpha / beta) in eV: 1.0096 / 0.7929
HOMO (alpha / beta) in eV: -3.52 / -9.14
Energy above the lowest of the compared OMol25 structures with the same formula, charge and spin in kcal per mole: 6.0

Bonds (Å) are listed after each position.
CARTESIAN COORDINATES (ANGSTROEM)
1 C 1.66568 -2.96535 1.29792  N2 1.492, H3 1.082, H4 1.084, H5 1.086
2 N 0.75438 -1.79035 1.17943  C1 1.492, H6 1.045, H7 1.037, H8 1.046
3 H 2.48755 -2.93009 0.59509  C1 1.082
4 H 2.10875 -2.93475 2.28703  C1 1.084
5 H 1.05595 -3.86339 1.28039  C1 1.086
6 H -0.22302 -2.02797 1.46424  N2 1.045
7 H 0.59372 -1.49897 0.19721  N2 1.037
8 H 1.06824 -0.97576 1.75621  N2 1.046
9 C -0.81822 3.07659 -0.79471  C10 1.551, H12 1.082, H13 1.093, H14 1.091
10 C -1.61549 1.85509 -1.32121  C9 1.551, S11 1.820, H15 1.090, H16 1.082
11 S -0.88234 0.27105 -0.80642  C10 1.820, H17 1.310
12 H -0.69883 3.01994 0.27882  C9 1.082
13 H -1.35920 3.97971 -1.08923  C9 1.093
14 H 0.07640 3.08078 -1.41989  C9 1.091
15 H -2.58434 1.86540 -0.82247  C10 1.090
16 H -1.67324 1.87467 -2.40165  C10 1.082
17 H 0.04401 -0.03657 -1.68075  S11 1.310

natural (NBO) atomic charge list, values in e, 2 entries: -0.552, -1.062



Entry from the Open Molecules 2025 dataset: a 2-piece molecular cluster, C3H12NS overall at a distorted geometry (ωB97M-V/def2-TZVPD).

Net charge: +1
Gap between HOMO and LUMO in eV: 9.29
LUMO level in eV: -3.4059
HOMO in eV: -12.69
Energy above the lowest of the compared OMol25 structures with the same formula, charge and spin in kcal per mole: 52.8

Bonds (Å) are listed after each position.
CARTESIAN COORDINATES (ANGSTROEM)
1 C -0.67813 0.16814 2.82570  N2 1.505, H3 1.063, H4 1.210, H5 1.064
2 N -0.94094 0.93814 1.55955  C1 1.505, H6 1.008, H7 1.007, H8 0.920
3 H -1.29595 -0.69268 2.73462  C1 1.063
4 H 0.46690 -0.10363 2.54327  C1 1.210
5 H -1.02324 0.73267 3.65893  C1 1.064
6 H -1.78637 1.47376 1.67595  N2 1.008
7 H -1.02757 0.14223 0.94837  N2 1.007
8 H -0.24142 1.49911 1.35157  N2 0.920
9 C -0.75802 -0.10742 -2.11763  S10 1.861, H12 1.117, H13 1.050, H14 1.050
10 S 0.28400 -0.55963 -0.64365  C9 1.861, C11 1.757
11 C 1.90457 -0.13015 -1.17041  S10 1.757, H15 1.165, H16 1.075, H17 1.003
12 H -1.79046 -0.38156 -1.79283  C9 1.117
13 H -0.48507 -0.78399 -2.87218  C9 1.050
14 H -0.52499 0.90272 -2.28387  C9 1.050
15 H 2.79150 0.20506 -0.49307  C11 1.165
16 H 2.48500 -0.89778 -1.64914  C11 1.075
17 H 1.66378 0.70770 -1.66597  C11 1.003

natural (NBO) atomic charge list, values in e, 2 entries: -0.413, -0.657



Entry from the Open Molecules 2025 dataset: a 2-piece molecular cluster, C3H12NS2 overall (ωB97M-V/def2-TZVPD).

Net charge: +1
Gap between HOMO and LUMO in eV: 9.29
LUMO level in eV: -3.3592
HOMO in eV: -12.65
Energy above the lowest of the compared OMol25 structures with the same formula, charge and spin in kcal per mole: 2.3

Bonds (Å) are listed after each position.
CARTESIAN COORDINATES (ANGSTROEM)
1 C 1.29662 1.83327 -0.45350  S2 1.815, H5 1.088, H6 1.086, H7 1.086
2 S 0.71573 0.30252 -1.23606  C1 1.815, S3 2.043
3 S 0.50619 -0.92090 0.38726  S2 2.043, C4 1.805
4 C 2.20167 -1.31107 0.86678  S3 1.805, H8 1.086, H9 1.084, H10 1.084
5 H 0.59065 2.17537 0.30067  C1 1.088
6 H 2.25880 1.66031 0.01877  C1 1.086
7 H 1.40522 2.59261 -1.22204  C1 1.086
8 H 2.69265 -0.42056 1.24684  C4 1.086
9 H 2.13688 -2.05722 1.65084  C4 1.084
10 H 2.72032 -1.71608 0.00479  C4 1.084
11 C -3.53564 -0.06920 0.79211  N12 1.498, H13 1.083, H14 1.085, H15 1.084
12 N -2.30512 0.62056 0.28668  C11 1.498, H16 1.022, H17 1.035, H18 1.020
13 H -3.46814 -1.11941 0.53497  C11 1.083
14 H -3.57021 0.05462 1.86958  C11 1.085
15 H -4.40821 0.37756 0.32963  C11 1.084
16 H -2.21903 0.60072 -0.73158  N12 1.022
17 H -1.44814 0.16330 0.64534  N12 1.035
18 H -2.27658 1.59426 0.58976  N12 1.020

natural (NBO) atomic charge list, values in e, 2 entries: -0.748, 0.093



Entry from the Open Molecules 2025 dataset: a 2-piece molecular cluster, C3H12NSi overall at a distorted geometry (ωB97M-V/def2-TZVPD).

Net charge: +1
Gap between HOMO and LUMO in eV: 9.90
LUMO level in eV: -5.0394
HOMO in eV: -14.94
Energy above the lowest of the compared OMol25 structures with the same formula, charge and spin in kcal per mole: 69.5

Bonds (Å) are listed after each position.
CARTESIAN COORDINATES (ANGSTROEM)
1 C 0.54709 -0.51503 -1.91076  N4 1.481, H6 1.090, H7 1.163, H8 1.035
2 C -0.32468 1.07044 -0.27447  N4 1.309, H10 1.105, H11 1.041
3 C 2.00426 0.56086 -0.25466  N4 1.425, H12 1.018, H13 1.094, H15 1.069
4 N 0.67093 0.33930 -0.70729  C1 1.481, C2 1.309, C3 1.425
5 Si -2.14331 -0.83260 2.15244  H9 1.456, H14 1.488, H16 1.534, H17 1.531
6 H -0.35367 -1.11607 -2.03496  C1 1.090
7 H 0.64185 0.08086 -2.90465  C1 1.163
8 H 1.24225 -1.28180 -1.92753  C1 1.035
9 H -1.25813 -1.98228 2.27553  Si5 1.456
10 H -0.19469 1.76682 0.57302  C2 1.105
11 H -1.23859 1.11522 -0.77017  C2 1.041
12 H 2.17892 1.56176 -0.19791  C3 1.018
13 H 2.70462 0.14413 -0.98419  C3 1.094
14 H -1.66220 0.12860 3.18103  Si5 1.488
15 H 2.30185 0.15551 0.68859  C3 1.069
16 H -3.63315 -1.18431 2.05382  Si5 1.534
17 H -1.48336 -0.01140 1.04216  Si5 1.531

natural (NBO) atomic charge list, values in e, 2 entries: -0.453, 0.132



Repeat the fourth record exactly.
Entry from the Open Molecules 2025 dataset: a 2-piece molecular cluster, C3H12NSi overall at a distorted geometry (ωB97M-V/def2-TZVPD).

Net charge: +1
Gap between HOMO and LUMO in eV: 9.90
LUMO level in eV: -5.0394
HOMO in eV: -14.94
Energy above the lowest of the compared OMol25 structures with the same formula, charge and spin in kcal per mole: 69.5

Bonds (Å) are listed after each position.
CARTESIAN COORDINATES (ANGSTROEM)
1 C 0.54709 -0.51503 -1.91076  N4 1.481, H6 1.090, H7 1.163, H8 1.035
2 C -0.32468 1.07044 -0.27447  N4 1.309, H10 1.105, H11 1.041
3 C 2.00426 0.56086 -0.25466  N4 1.425, H12 1.018, H13 1.094, H15 1.069
4 N 0.67093 0.33930 -0.70729  C1 1.481, C2 1.309, C3 1.425
5 Si -2.14331 -0.83260 2.15244  H9 1.456, H14 1.488, H16 1.534, H17 1.531
6 H -0.35367 -1.11607 -2.03496  C1 1.090
7 H 0.64185 0.08086 -2.90465  C1 1.163
8 H 1.24225 -1.28180 -1.92753  C1 1.035
9 H -1.25813 -1.98228 2.27553  Si5 1.456
10 H -0.19469 1.76682 0.57302  C2 1.105
11 H -1.23859 1.11522 -0.77017  C2 1.041
12 H 2.17892 1.56176 -0.19791  C3 1.018
13 H 2.70462 0.14413 -0.98419  C3 1.094
14 H -1.66220 0.12860 3.18103  Si5 1.488
15 H 2.30185 0.15551 0.68859  C3 1.069
16 H -3.63315 -1.18431 2.05382  Si5 1.534
17 H -1.48336 -0.01140 1.04216  Si5 1.531

natural (NBO) atomic charge list, values in e, 2 entries: -0.453, 0.132



What did the fourth record say?
Entry from the Open Molecules 2025 dataset: a 2-piece molecular cluster, C3H12NSi overall at a distorted geometry (ωB97M-V/def2-TZVPD).

Net charge: +1
Gap between HOMO and LUMO in eV: 9.90
LUMO level in eV: -5.0394
HOMO in eV: -14.94
Energy above the lowest of the compared OMol25 structures with the same formula, charge and spin in kcal per mole: 69.5

Bonds (Å) are listed after each position.
CARTESIAN COORDINATES (ANGSTROEM)
1 C 0.54709 -0.51503 -1.91076  N4 1.481, H6 1.090, H7 1.163, H8 1.035
2 C -0.32468 1.07044 -0.27447  N4 1.309, H10 1.105, H11 1.041
3 C 2.00426 0.56086 -0.25466  N4 1.425, H12 1.018, H13 1.094, H15 1.069
4 N 0.67093 0.33930 -0.70729  C1 1.481, C2 1.309, C3 1.425
5 Si -2.14331 -0.83260 2.15244  H9 1.456, H14 1.488, H16 1.534, H17 1.531
6 H -0.35367 -1.11607 -2.03496  C1 1.090
7 H 0.64185 0.08086 -2.90465  C1 1.163
8 H 1.24225 -1.28180 -1.92753  C1 1.035
9 H -1.25813 -1.98228 2.27553  Si5 1.456
10 H -0.19469 1.76682 0.57302  C2 1.105
11 H -1.23859 1.11522 -0.77017  C2 1.041
12 H 2.17892 1.56176 -0.19791  C3 1.018
13 H 2.70462 0.14413 -0.98419  C3 1.094
14 H -1.66220 0.12860 3.18103  Si5 1.488
15 H 2.30185 0.15551 0.68859  C3 1.069
16 H -3.63315 -1.18431 2.05382  Si5 1.534
17 H -1.48336 -0.01140 1.04216  Si5 1.531

natural (NBO) atomic charge list, values in e, 2 entries: -0.453, 0.132



> Look up the energy above the lowest of the compared OMol25 structures with the same formula, charge and spin of the second one.

52.8 kcal per mole